Formula: C63H114B2F15Hg2N6O25P2S
Source: the Open Molecules 2025 dataset
Level of theory: ωB97M-V/def2-TZVPD

The geometry in ORCA input format:
```
! wB97M-V def2-TZVPD RIJCOSX def2/J DEFGRID3
* xyz -1 1
Hg 4.269 0.253 5.384
Hg 1.286 -6.302 -0.551
O 3.780 -3.562 -4.509
C 4.677 -2.956 -5.151
O 5.306 -1.839 -4.890
B 6.417 -1.512 -5.826
O 6.202 -2.574 -6.827
C 5.182 -3.395 -6.529
O 4.746 -4.297 -7.187
O 7.745 -1.669 -5.114
C 8.204 -0.446 -4.936
O 9.173 -0.055 -4.256
C 7.424 0.542 -5.830
O 6.386 -0.087 -6.389
O 7.733 1.687 -6.200
O 12.870 -2.682 -0.476
C 12.064 -3.472 -0.139
O 10.848 -3.209 0.176
B 10.166 -4.328 0.812
O 11.239 -5.361 0.939
C 12.374 -4.955 0.352
O 13.482 -5.477 0.264
O 9.646 -3.935 2.119
C 8.361 -3.823 2.102
O 7.642 -3.303 2.956
C 7.882 -4.479 0.797
O 8.945 -4.812 0.088
O 6.730 -4.715 0.503
P 7.524 2.938 0.941
F 6.938 2.029 -0.285
F 7.131 1.903 2.172
F 9.077 2.297 0.854
F 7.995 4.123 1.975
F 7.874 3.997 -0.216
F 6.060 3.569 1.113
P 0.924 -7.363 4.204
F 0.956 -5.938 3.520
F 1.984 -7.844 3.080
F 2.288 -7.091 5.086
F 0.778 -8.891 4.822
F -0.001 -6.705 5.327
F -0.285 -7.538 3.131
C 0.669 1.221 -1.088
F 0.525 2.458 -0.579
F -0.321 0.878 -1.920
F 1.768 1.204 -1.788
S 0.604 -0.065 0.424
O -0.750 0.015 0.912
O 0.903 -1.413 -0.147
O 1.598 0.430 1.400
C -0.474 9.987 -5.985
C 0.314 8.700 -5.653
C 0.027 7.796 -6.828
C 0.969 6.548 -6.941
C 2.473 7.022 -6.768
C 2.752 7.969 -5.643
N 1.756 9.021 -5.677
O 1.979 9.971 -4.732
C 2.998 7.354 -4.221
C 4.067 8.564 -6.047
C -0.317 8.031 -4.383
H -0.044 10.467 -6.864
H -0.342 10.824 -5.300
H -1.555 9.944 -6.114
H -1.006 7.452 -6.786
H 0.137 8.269 -7.804
H 0.825 6.023 -7.885
H 0.695 5.765 -6.234
H 2.950 7.153 -7.739
H 3.012 6.096 -6.571
H 2.034 7.159 -3.752
H 3.358 6.327 -4.289
H 3.631 7.856 -3.489
H 4.080 9.031 -7.032
H 4.326 9.353 -5.341
H 4.830 7.786 -6.054
H -0.079 6.971 -4.293
H -1.404 8.020 -4.468
H -0.145 8.612 -3.477
H 1.977 9.389 -3.968
C 4.458 8.060 5.892
C 3.271 7.548 6.766
C 2.439 8.747 7.434
C 1.527 9.493 6.483
C 0.636 8.426 5.728
C 1.381 7.187 5.082
N 2.419 6.562 5.993
O 3.090 5.559 5.424
C 0.375 6.121 4.782
C 1.866 7.621 3.705
C 3.965 6.856 7.973
H 4.117 8.789 5.157
H 5.162 7.416 5.365
H 5.135 8.646 6.513
H 1.833 8.373 8.260
H 3.249 9.327 7.877
H 1.973 10.203 5.787
H 0.857 10.115 7.075
H 0.146 8.978 4.926
H -0.078 8.030 6.451
H -0.071 5.711 5.687
H -0.500 6.480 4.240
H 0.891 5.314 4.262
H 2.623 8.392 3.845
H 2.403 6.847 3.157
H 1.126 7.958 2.979
H 3.343 6.366 8.723
H 4.412 7.618 8.611
H 4.712 6.073 7.846
H 3.465 6.007 4.662
C -1.385 -2.320 -9.135
C -2.821 -2.870 -8.755
C -3.902 -2.327 -9.765
C -4.208 -3.234 -11.018
C -4.371 -4.681 -10.514
C -3.140 -5.264 -9.843
N -2.854 -4.327 -8.674
O -1.864 -4.846 -7.869
C -3.449 -6.673 -9.277
C -1.929 -5.300 -10.760
C -3.148 -2.325 -7.332
H -0.935 -2.617 -10.082
H -0.555 -2.543 -8.465
H -1.407 -1.230 -9.146
H -4.809 -2.125 -9.196
H -3.527 -1.377 -10.146
H -3.414 -3.069 -11.746
H -5.105 -2.912 -11.546
H -4.569 -5.273 -11.408
H -5.181 -4.631 -9.786
H -4.364 -6.762 -8.692
H -3.544 -7.511 -9.968
H -2.602 -7.055 -8.707
H -1.370 -4.386 -10.964
H -1.151 -5.923 -10.320
H -2.153 -5.675 -11.758
H -3.204 -1.250 -7.156
H -2.299 -2.488 -6.669
H -4.035 -2.844 -6.969
H -1.137 -4.917 -8.492
C -8.273 2.837 -0.823
C -7.531 3.171 0.467
C -8.481 3.996 1.390
C -9.525 3.072 2.071
C -8.691 2.057 2.837
C -7.767 1.134 1.961
N -6.989 1.973 1.075
O -6.209 1.239 0.200
C -6.832 0.347 2.992
C -8.751 0.074 1.313
C -6.367 4.132 0.149
H -8.808 3.661 -1.295
H -9.040 2.069 -0.726
H -7.614 2.469 -1.610
H -8.008 4.623 2.145
H -8.957 4.655 0.663
H -10.092 2.582 1.280
H -10.275 3.632 2.629
H -9.426 1.450 3.367
H -8.120 2.561 3.617
H -5.875 0.862 3.065
H -7.282 0.298 3.984
H -6.602 -0.623 2.552
H -9.033 -0.735 1.987
H -9.673 0.532 0.955
H -8.346 -0.250 0.354
H -5.629 3.835 -0.595
H -5.770 4.409 1.018
H -6.818 5.034 -0.266
H -5.391 1.254 0.701
C -2.061 -10.494 -1.185
C -3.470 -9.851 -1.405
C -4.380 -10.242 -0.249
C -5.633 -9.425 -0.174
C -5.325 -7.952 -0.094
C -4.407 -7.409 -1.280
N -3.231 -8.362 -1.358
O -2.381 -7.920 -2.334
C -5.298 -7.187 -2.541
C -3.842 -6.038 -0.788
C -4.011 -10.415 -2.713
H -2.175 -11.551 -0.945
H -1.545 -10.020 -0.351
H -1.384 -10.354 -2.028
H -4.645 -11.288 -0.402
H -3.892 -10.095 0.714
H -6.119 -9.669 0.771
H -6.279 -9.722 -1.001
H -4.831 -7.665 0.834
H -6.301 -7.473 -0.177
H -5.893 -6.276 -2.488
H -4.708 -7.178 -3.457
H -5.969 -8.045 -2.578
H -4.755 -5.517 -0.498
H -3.186 -6.176 0.072
H -3.329 -5.511 -1.593
H -4.582 -11.337 -2.604
H -3.206 -10.485 -3.446
H -4.664 -9.744 -3.272
H -2.944 -8.027 -3.104
C -0.478 -1.567 9.762
C 0.855 -0.812 9.639
C 1.126 -0.196 11.062
C 1.647 -1.195 12.135
C 2.877 -1.958 11.630
C 2.652 -2.595 10.220
N 2.006 -1.628 9.261
O 1.816 -2.212 7.971
C 4.105 -2.868 9.763
C 1.921 -3.913 10.453
C 0.640 0.371 8.666
H -1.341 -0.939 9.985
H -0.467 -2.248 10.613
H -0.685 -2.269 8.954
H 1.845 0.613 10.935
H 0.215 0.347 11.311
H 0.837 -1.901 12.323
H 1.897 -0.767 13.106
H 3.236 -2.642 12.399
H 3.664 -1.209 11.543
H 4.644 -1.920 9.785
H 4.598 -3.751 10.171
H 4.101 -3.106 8.700
H 1.996 -4.223 11.496
H 0.856 -3.856 10.230
H 2.306 -4.638 9.736
H 0.398 0.040 7.656
H 1.584 0.913 8.728
H -0.071 1.140 8.968
H 1.202 -2.910 8.211
*
```

The LUMO energy comes out at -6.310 eV. For the orbital gap, the calculation gives 1.03 eV. The calculation puts the highest occupied orbital energy at -7.34 eV. The value obtained for the total energy is -7613.72314 Ha.